[1]
The following is a DFT calculation (ωB97M-V/def2-TZVPD) of C7H12 in the gas phase in a non-equilibrium geometry.

```
19
Properties=species:S:1:pos:R:3:mulliken_charge:R:1
C 2.228 0.242 -0.003 -1.336
C 0.683 0.010 0.160 0.814
C -0.218 1.334 0.092 -0.605
C -1.606 0.744 -0.083 -0.690
C -1.316 -0.763 -0.149 -0.420
C -0.102 -0.875 1.104 -0.682
C 0.063 -0.816 -1.029 -1.178
H 2.867 -0.644 -0.303 0.321
H 2.324 1.057 -0.875 0.259
H 2.493 0.612 0.984 0.357
H 0.139 1.937 -0.863 0.261
H -0.143 2.170 0.950 0.251
H -2.450 1.058 0.683 0.267
H -2.065 0.963 -0.979 0.373
H -2.011 -1.475 -0.316 0.600
H 0.198 -1.981 1.063 0.278
H -0.450 -0.723 2.197 0.287
H 0.550 -1.716 -1.090 0.454
H 0.155 -0.510 -2.009 0.388
```

The HOMO energy is -9.79 eV. Its molecular weight is 96.173 u. The multiplicity is 1. Its SMILES is C[C@]12CC[C@H](C1)C2. The value obtained for the energy above the lowest of the compared OMol25 structures with the same formula, charge and spin is 65.57 kcal per mole. The calculation puts the largest force on an atom at 0.1356 hartree/bohr. The value obtained for the HOMO-LUMO gap is 0.39913 Ha. Its total energy is -273.804061 hartree. For the LUMO energy, the calculation gives 1.07 eV. The charge is 0.



[2]
The following is a DFT calculation (ωB97M-V/def2-TZVPD) of C7H12Br2Cl3NOTl as an isolated structure.

```
27
Properties=species:S:1:pos:R:3:mulliken_charge:R:1
Tl 1.204 0.783 -0.245 0.846
Br 4.540 2.136 0.015 -0.102
C 3.988 3.983 0.036 -0.418
Br 2.071 4.202 0.033 -0.109
H 4.375 4.456 -0.855 0.334
H 4.370 4.434 0.941 0.331
C -1.410 1.404 2.187 -1.038
C -1.857 0.279 1.283 -0.257
O -1.441 0.563 -0.058 -0.278
C -2.018 -0.334 -1.013 -0.193
C -1.677 0.141 -2.405 -1.083
H -1.669 1.174 3.220 0.370
H -1.889 2.341 1.907 0.293
H -0.327 1.550 2.148 0.190
H -2.946 0.188 1.297 0.397
H -1.439 -0.682 1.602 0.255
H -3.102 -0.346 -0.865 0.365
H -1.646 -1.349 -0.835 0.216
H -2.113 1.119 -2.602 0.305
H -2.056 -0.565 -3.143 0.372
H -0.595 0.213 -2.551 0.191
Cl -0.076 -5.209 1.333 -0.074
C 0.916 -4.690 -0.026 0.673
Cl 0.163 -5.139 -1.556 -0.077
Cl 2.538 -5.354 0.092 -0.074
C 1.012 -3.220 0.015 -0.167
N 1.083 -2.077 0.044 -0.268
```

The HOMO energy is -13.28 eV. Its molecular weight is 596.729 u. The multiplicity is 1. The calculation puts the largest force on an atom at 0.0023 hartree/bohr. The value obtained for the HOMO-LUMO gap is 0.35633 Ha. Its total energy is -7104.754513 hartree. For the LUMO energy, the calculation gives -3.58 eV. The charge is +1.



[3]
The following is a DFT calculation (ωB97M-V/def2-TZVPD) of an isolated ion of composition C7H12BrN2O2S and charge +1 in a non-equilibrium geometry.

```
25
Properties=species:S:1:pos:R:3:mulliken_charge:R:1
C 0.930 -0.025 1.439 0.438
C -1.773 -0.752 -0.059 0.725
C 0.649 1.539 -0.227 0.081
C -0.486 0.034 1.956 0.103
C 1.793 -1.024 2.058 -1.163
C -3.324 -1.916 -1.440 -0.749
C -1.589 -0.358 1.381 -0.291
N 1.395 0.585 0.423 -0.438
N 1.597 1.978 -1.448 -0.356
O -1.001 -0.547 -0.938 -0.655
O -2.946 -1.372 -0.152 -0.297
S 0.484 3.095 0.775 -0.144
Br -0.516 0.629 3.772 -0.039
H -0.270 1.116 -0.737 0.277
H 1.556 -2.148 2.056 0.280
H 1.913 -0.662 3.061 0.372
H 2.771 -1.017 1.426 0.314
H -3.132 -2.922 -1.321 0.317
H -2.813 -1.585 -2.291 0.358
H -4.391 -1.614 -1.483 0.259
H 1.704 3.088 1.274 0.190
H -2.656 -0.444 1.909 0.291
H 2.354 1.209 -1.422 0.385
H 2.093 2.887 -1.469 0.382
H 1.086 1.898 -2.372 0.361
```

The HOMO energy is -13.19 eV. Its molecular weight is 268.156 u. The multiplicity is 1. Its SMILES is COC(=O)/C=C(Br)\C(C)=N/[C@H]([NH3+])S. The value obtained for the energy above the lowest of the compared OMol25 structures with the same formula, charge and spin is 18.02 kcal per mole. The calculation puts the largest force on an atom at 0.0783 hartree/bohr. The value obtained for the HOMO-LUMO gap is 0.35786 Ha. Its total energy is -3505.811610 hartree. For the LUMO energy, the calculation gives -3.45 eV. The charge is +1.



[4]
The following is a DFT calculation (ωB97M-V/def2-TZVPD) of a 2-piece molecular cluster, C7H12ClN overall in a non-equilibrium geometry.

```
21
Properties=species:S:1:pos:R:3:mulliken_charge:R:1
C 0.718 -2.483 0.944 -0.952
C -2.285 1.951 1.252 -0.703
C 1.080 -0.953 0.844 0.079
C -1.290 1.971 0.400 -0.053
C 1.305 -0.368 -0.313 -0.913
C -1.448 1.315 -0.886 -0.683
C -1.134 -0.162 -0.768 0.580
N -0.918 -0.922 -1.724 -0.676
Cl -1.788 -0.839 0.854 -0.264
H -0.268 -2.487 1.218 0.333
H 1.273 -2.969 1.748 0.356
H -1.981 2.207 2.277 0.227
H -3.245 1.544 1.108 0.376
H 1.237 -0.540 1.832 0.347
H -0.317 2.356 0.728 0.284
H 1.410 -1.009 -1.274 0.227
H 1.869 0.593 -0.309 0.342
H -0.710 1.674 -1.564 0.292
H -2.440 1.264 -1.216 0.331
H 0.939 -2.829 -0.183 0.196
H -1.030 -1.810 -1.450 0.276
```

The HOMO energy is -9.37 eV. Its molecular weight is 145.633 u. The multiplicity is 1. Its SMILES is [H]/N=C(\Cl)CC=C.C=CC. The value obtained for the energy above the lowest of the compared OMol25 structures with the same formula, charge and spin is 90.48 kcal per mole. The calculation puts the largest force on an atom at 0.0929 hartree/bohr. The value obtained for the HOMO-LUMO gap is 0.37322 Ha. Its total energy is -788.719948 hartree. For the LUMO energy, the calculation gives 0.78 eV. The charge is 0.